Entry 1:
101
Properties=species:S:1:pos:R:3:forces:R:3 method="wB97M-V/def2-TZVPD" total_charge=+1 energy_ha=-4086.85789 relative_energy_kj_mol=0.0 lumo_ev=-2.31 gap_ev=7.902
Cd -0.1811 -0.7880 0.8710 0.170 1.434 -0.053
C 1.7357 1.6173 -0.0411 0.098 0.156 0.083
N 1.4678 0.2757 -0.5411 0.271 0.032 -0.122
C 1.0164 0.3236 -1.9251 -0.228 -0.113 -0.094
C 0.1873 -0.8816 -2.2913 0.021 -0.067 -0.247
C 0.2703 -1.4733 -3.5434 -0.031 0.015 0.079
C -0.5622 -2.5427 -3.8393 -0.086 0.069 0.157
C -1.4435 -2.9880 -2.8672 0.083 0.078 -0.028
C -1.4514 -2.3489 -1.6388 -0.148 -0.260 -0.128
N -0.6621 -1.3160 -1.3601 0.070 -0.013 -0.210
C 2.6061 -0.6267 -0.4046 0.150 -0.105 -0.018
C 2.9860 -0.7975 1.0420 0.391 0.000 0.045
C 4.3084 -0.9967 1.4180 -0.162 0.004 -0.035
C 4.6121 -1.1278 2.7641 -0.185 0.000 -0.013
C 3.5842 -1.0257 3.6875 0.065 0.041 -0.142
C 2.2983 -0.8080 3.2216 0.008 -0.022 0.334
N 1.9957 -0.7128 1.9320 0.189 0.084 -0.148
C 0.4747 2.3051 0.4294 0.078 0.260 -0.030
C 0.4259 3.6934 0.5065 -0.114 -0.132 0.056
C -0.7255 4.3075 0.9695 0.119 -0.234 0.120
C -1.8054 3.5122 1.3280 0.117 -0.042 -0.047
C -1.6658 2.1377 1.2464 -0.270 0.228 0.128
N -0.5490 1.5479 0.8223 0.037 -0.356 0.079
H 2.2271 2.2345 -0.8077 -0.032 0.002 0.094
H 2.4104 1.5651 0.8190 -0.003 -0.057 -0.135
H 1.8668 0.4256 -2.6147 -0.130 0.089 0.034
H 0.3819 1.2098 -2.0359 0.145 -0.093 -0.025
H 0.9780 -1.1116 -4.2751 0.061 0.083 -0.016
H -0.5258 -3.0120 -4.8126 0.012 -0.033 -0.018
H -2.1169 -3.8112 -3.0501 -0.015 -0.067 0.008
H -2.1096 -2.6758 -0.8457 0.034 -0.049 0.007
H 3.4731 -0.2679 -0.9799 -0.056 -0.093 0.046
H 2.3084 -1.6031 -0.8086 0.071 0.101 -0.064
H 5.0876 -1.0378 0.6694 -0.019 -0.011 -0.051
H 5.6321 -1.2895 3.0806 0.051 -0.010 0.032
H 3.7712 -1.0988 4.7473 -0.033 -0.008 0.069
H 1.4750 -0.6950 3.9100 -0.018 -0.101 0.058
H 1.2918 4.2733 0.2242 0.058 0.042 -0.107
H -0.7636 5.3829 1.0690 -0.082 0.053 -0.066
H -2.7322 3.9470 1.6678 -0.062 -0.015 0.067
H -2.4717 1.4754 1.5404 -0.007 0.015 0.003
O -0.4435 -2.7335 1.2492 -0.416 -0.790 0.250
C -1.1132 -3.3003 2.3207 0.031 -0.183 0.178
C -0.4388 -2.9783 3.6440 0.193 -0.104 0.112
C -0.6676 -1.8869 4.4333 -0.061 -0.106 -0.023
C 0.1319 -1.8711 5.6030 0.042 0.025 0.078
C 0.9607 -2.9445 5.6750 0.147 -0.198 -0.253
S 0.7863 -3.9882 4.3177 -0.168 0.441 0.187
C -1.1653 -4.7924 2.0647 0.171 -0.022 -0.254
C -1.5219 -5.8386 2.8573 0.065 0.191 -0.053
C -1.5010 -7.0762 2.1701 -0.009 -0.124 -0.069
C -1.1248 -6.9401 0.8740 0.015 0.282 -0.244
S -0.7912 -5.3021 0.4610 -0.096 -0.378 0.371
C -2.5445 -2.8074 2.4473 -0.131 0.132 -0.152
C -3.4975 -3.2063 3.3292 0.213 0.085 -0.218
C -4.7122 -2.4935 3.1979 -0.068 0.196 -0.083
C -4.6616 -1.5562 2.2221 0.106 0.273 -0.292
S -3.1278 -1.5394 1.4215 -0.314 -0.393 0.498
H -1.4051 -1.1271 4.2160 -0.126 -0.052 -0.052
H 0.0776 -1.0994 6.3537 0.008 0.036 0.120
H 1.6628 -3.1862 6.4513 0.085 -0.045 0.127
H -1.7835 -5.7473 3.8967 -0.030 0.063 0.183
H -1.7602 -8.0149 2.6299 0.019 -0.135 0.012
H -1.0221 -7.7057 0.1291 0.019 -0.175 -0.088
H -3.3387 -3.9805 4.0580 0.059 -0.124 0.103
H -5.5811 -2.6679 3.8093 -0.137 -0.023 0.033
H -5.4384 -0.8943 1.8907 -0.151 0.112 -0.025
F -4.7498 7.5076 -5.6878 0.007 -0.035 0.061
C -4.1006 6.5401 -5.0206 0.067 -0.084 0.054
C -4.4861 6.2354 -3.7284 -0.119 0.189 -0.182
C -3.8050 5.2360 -3.0549 -0.002 -0.037 0.019
C -2.7588 4.5560 -3.6619 0.310 -0.320 0.468
C -2.3881 4.8921 -4.9555 0.037 0.013 -0.093
C -3.0577 5.8836 -5.6503 -0.091 0.093 -0.061
Sb -1.7096 3.0418 -2.5402 -0.224 0.130 -0.820
C 0.2182 3.5752 -3.3611 -0.505 -0.309 0.251
C 0.7497 4.7916 -2.9524 0.006 0.003 0.010
C 2.0384 5.1558 -3.2967 0.191 0.100 -0.099
C 2.7801 4.2979 -4.0892 -0.023 -0.083 0.128
F 4.0434 4.6274 -4.4060 -0.093 0.030 -0.038
C 2.2683 3.0963 -4.5387 0.216 0.073 -0.037
C 0.9884 2.7358 -4.1526 -0.087 0.032 -0.035
C -2.2228 1.3961 -3.8483 0.261 0.520 0.541
C -2.9957 0.3990 -3.2687 0.010 0.016 0.027
C -3.4888 -0.6500 -4.0232 -0.098 -0.094 -0.176
C -3.1651 -0.7006 -5.3667 -0.002 0.039 0.118
F -3.6165 -1.7287 -6.1070 0.030 0.038 0.039
C -2.3895 0.2717 -5.9706 -0.046 -0.066 -0.096
C -1.9346 1.3306 -5.2034 -0.024 -0.011 -0.040
H -5.2994 6.7796 -3.2724 -0.060 0.027 0.022
H -4.0967 4.9864 -2.0437 -0.065 0.024 0.087
H -1.5598 4.3838 -5.4294 0.073 0.023 -0.076
H -2.7842 6.1566 -6.6599 -0.002 0.016 -0.019
H 0.1472 5.4701 -2.3608 0.024 0.079 0.083
H 2.4709 6.0869 -2.9651 0.056 0.111 -0.015
H 2.8695 2.4608 -5.1703 0.094 -0.057 -0.057
H 0.5885 1.7852 -4.4771 0.001 -0.094 -0.064
H -3.2309 0.4499 -2.2118 -0.045 -0.071 0.039
H -4.1224 -1.4048 -3.5832 -0.021 -0.133 -0.031
H -2.1664 0.2145 -7.0253 -0.031 -0.074 -0.092
H -1.3676 2.1157 -5.6820 0.068 0.027 -0.067

Entry 2:
25
Properties=species:S:1:pos:R:3:forces:R:3 method="wB97M-V/def2-TZVPD" total_charge=+1 energy_ha=-385.19391 relative_energy_kj_mol=123.0 lumo_ev=-3.08 gap_ev=10.305
N -0.4938 -1.9301 -0.3887 -0.374 -0.505 -0.281
C -1.2403 -1.4189 -1.6116 0.634 0.755 1.039
C -0.5058 -0.1596 -2.0271 0.125 0.422 -0.919
N -0.2924 0.6988 -0.8701 0.483 -0.774 -0.184
C 0.9700 1.4702 -0.9303 -0.589 0.349 0.463
C 1.2413 2.0635 0.4776 -1.885 -1.258 0.494
C 1.9865 1.0169 1.3302 0.483 -0.293 -1.991
H -0.0998 -1.0914 0.0986 -0.326 -0.030 -0.204
H -1.2006 -2.3926 0.1778 0.352 -0.078 0.565
H 0.2316 -2.6077 -0.6160 0.110 0.090 0.031
H -1.2484 -2.1913 -2.3797 -0.456 0.100 0.191
H -2.1895 -1.1212 -1.1483 -0.173 -0.393 -0.853
H 0.4606 -0.3927 -2.4726 0.262 -0.326 0.293
H -1.0076 0.2837 -2.8985 -0.354 0.182 0.377
H -1.0756 1.3160 -0.7041 -0.015 0.092 -0.031
H 0.8739 2.1730 -1.7703 0.405 0.281 0.450
H 1.7851 0.7865 -1.1595 0.026 -0.163 -0.216
H 0.2689 2.0802 1.0109 0.137 0.903 -0.625
H 1.6712 3.0503 0.4152 0.304 0.141 0.284
H 2.9632 0.9984 0.8130 0.339 -0.185 1.477
H 1.5876 0.0220 1.0828 -0.255 0.122 -0.026
H 1.8794 1.0663 2.4142 0.712 0.597 -0.210
H -2.8278 -0.7778 3.7009 -0.229 0.161 0.252
H -1.6148 -1.6217 4.1006 0.168 -0.107 0.523
O -2.1231 -1.3209 3.3547 0.117 -0.080 -0.900

Entry 3:
90
Properties=species:S:1:pos:R:3:forces:R:3 method="wB97M-V/def2-TZVPD" total_charge=-1 energy_ha=-3380.36903 lumo_ev=2.45 gap_ev=7.060
C 1.7113 0.0615 3.6948 0.451 0.687 0.570
C 0.1696 0.5420 3.4140 -0.293 0.835 -0.172
C -0.6079 0.9044 4.8473 0.240 0.043 -1.012
C -0.7144 -0.4653 2.4706 -0.630 -0.433 -0.029
C -0.5668 -2.0594 2.8205 -0.135 0.579 -0.843
C -0.4122 -0.2262 0.8774 -0.753 -0.045 -0.247
O -0.4541 -1.4394 0.0442 0.217 2.415 1.325
Ga -0.6629 -0.7300 -1.7461 0.672 -0.093 -0.195
C 0.9737 0.5449 -2.1256 1.156 -0.015 -0.439
C 0.5949 1.7944 -3.1180 1.475 -0.158 -0.053
C 0.3541 3.2314 -2.3664 -1.063 0.238 -0.458
C -0.4921 3.1444 -0.9602 0.244 1.454 0.489
N -2.0031 3.0795 -1.2146 1.310 -0.361 0.015
H 2.4842 0.8152 3.1964 -1.669 -1.702 0.953
H 1.9055 0.1403 4.8685 -0.301 -0.328 -2.473
H 1.9703 -1.0225 3.3385 -0.668 2.101 0.653
H 0.2355 1.5862 2.8397 -0.195 -2.292 1.042
H -1.7603 0.7606 4.6893 2.186 0.122 0.481
H -0.1787 0.1903 5.6759 -1.069 1.566 -1.373
H -0.4473 2.0566 5.0890 -0.127 -2.579 -0.204
H -1.8589 -0.1822 2.6426 2.372 -0.564 -0.235
H 0.4765 -2.4376 2.4078 -2.211 0.646 1.076
H -1.4106 -2.6233 2.1918 1.961 1.185 1.563
H -0.6972 -2.2089 3.9736 0.315 0.032 -2.102
H -1.2890 0.4779 0.4765 1.900 -0.956 0.934
H 0.6102 0.3451 0.7879 -1.696 -1.021 0.103
H -0.7486 -1.9447 -2.7876 0.303 -0.049 0.133
H -2.0704 0.0340 -1.8010 -0.165 0.277 0.113
H 1.5288 0.8658 -1.1315 -1.026 -0.315 -2.087
H 1.7531 -0.1390 -2.7159 -1.471 1.419 1.193
H 1.5281 1.9478 -3.8459 -2.017 -0.126 1.334
H -0.2920 1.4594 -3.8065 1.411 0.901 1.391
H -0.3113 3.8893 -3.1078 1.307 -1.245 1.639
H 1.3481 3.8590 -2.2146 -1.919 -1.659 -0.121
H -0.1116 2.3225 -0.2182 -0.547 1.314 -1.669
H -0.3212 4.1867 -0.4037 -0.255 -2.134 -1.139
H -2.5438 3.1225 -0.3211 0.825 -0.524 -1.182
H -2.1992 2.2133 -1.7641 0.003 0.742 1.114
C 1.0787 8.2976 -3.2659 -0.593 0.123 -0.179
C 2.1154 8.9156 -2.3636 0.479 0.445 -0.040
C 2.2763 7.8570 -1.2944 -0.057 -0.365 0.328
O 2.0175 6.5921 -1.9189 -0.029 0.475 -0.112
C 1.4467 6.8309 -3.2129 0.098 -0.468 -0.117
H 1.0829 8.7016 -4.2814 -0.011 -0.071 0.092
H 0.0794 8.4478 -2.8405 0.084 -0.026 -0.092
H 3.0571 9.0397 -2.9113 -0.071 0.027 0.079
H 1.8236 9.8886 -1.9602 0.048 -0.097 -0.008
H 1.5441 7.9891 -0.4909 0.044 0.087 0.054
H 3.2785 7.8530 -0.8561 -0.090 -0.115 -0.019
H 2.2060 6.5852 -3.9633 -0.066 -0.003 -0.084
H 0.5839 6.1759 -3.3620 0.168 -0.024 0.112
C 0.3051 -2.1566 7.8272 0.179 0.551 -0.311
C 0.7074 -3.0058 9.0052 0.395 -0.489 0.138
C -0.5345 -2.9588 9.8684 -0.360 0.101 0.248
O -1.6528 -2.8190 8.9813 0.378 0.014 0.057
C -1.1593 -2.5037 7.6720 -0.372 -0.179 -0.251
H 0.8879 -2.3536 6.9239 -0.105 0.047 0.076
H 0.4129 -1.0952 8.0807 -0.001 -0.090 -0.085
H 0.8938 -4.0343 8.6744 0.015 0.096 0.070
H 1.6004 -2.6458 9.5224 -0.105 -0.047 -0.028
H -0.5241 -2.0883 10.5328 0.080 -0.027 0.083
H -0.6570 -3.8601 10.4760 -0.109 0.081 -0.054
H -1.2921 -3.3904 7.0426 0.025 0.081 -0.092
H -1.7426 -1.6828 7.2459 -0.022 -0.113 0.094
C 2.9398 -4.7434 -4.2729 0.055 -0.602 -0.151
C 2.1640 -3.8835 -3.3088 -0.535 0.382 -0.022
C 3.2510 -3.3908 -2.3785 0.070 0.136 0.450
O 4.4566 -3.3130 -3.1515 -0.118 -0.256 -0.312
C 4.2398 -3.9801 -4.4025 0.298 0.342 -0.016
H 2.4362 -4.8934 -5.2313 0.069 0.019 0.072
H 3.1268 -5.7268 -3.8255 0.009 0.039 -0.094
H 1.7178 -3.0368 -3.8435 -0.047 -0.107 0.186
H 1.3658 -4.4176 -2.7872 0.082 0.175 -0.049
H 3.4240 -4.0974 -1.5598 -0.075 0.006 0.065
H 3.0239 -2.4100 -1.9508 0.087 -0.104 -0.066
H 4.1736 -3.2138 -5.1825 -0.001 -0.064 -0.099
H 5.0890 -4.6320 -4.6249 0.047 0.100 0.070
C -4.6096 -4.2202 -5.1029 -0.007 -0.630 -0.216
C -5.3853 -3.3604 -4.1387 -0.531 0.322 -0.001
C -4.2984 -2.8677 -3.2084 0.412 0.134 0.333
O -3.0928 -2.7898 -3.9814 -0.574 -0.348 -0.364
C -3.3096 -3.4570 -5.2325 0.347 0.414 0.140
H -5.1131 -4.3702 -6.0612 0.062 -0.005 0.056
H -4.4226 -5.2037 -4.6555 -0.014 0.072 -0.080
H -5.8316 -2.5136 -4.6734 0.002 -0.072 0.072
H -6.1836 -3.8945 -3.6171 0.067 0.063 -0.023
H -4.1254 -3.5742 -2.3898 -0.076 0.040 0.068
H -4.5255 -1.8869 -2.7807 0.197 -0.084 -0.028
H -3.3758 -2.6906 -6.0125 0.008 -0.062 -0.121
H -2.4603 -4.1088 -5.4548 0.022 0.120 0.081